Arrangement 1

Here is 10 unconnected molecules or ions with the total composition C30H60O30 from the Open Molecules 2025 dataset. Energies are from wB97M-V/def2-TZVPD.

The geometry in ORCA input format:
```
! RIJCOSX wB97M-V def2-TZVPD def2/J DEFGRID3
* xyz 0 1
C 0.563 7.329 -0.912
O 0.307 5.980 -0.763
C -0.072 5.219 -1.850
O -0.107 5.595 -2.999
O -0.257 4.009 -1.437
C -0.838 3.045 -2.331
H 0.496 7.716 -1.929
H 1.501 7.602 -0.429
H -0.050 7.969 -0.278
H -0.182 2.210 -2.573
H -0.972 3.441 -3.337
H -1.701 2.542 -1.894
C -6.177 -2.913 3.817
O -5.001 -2.258 3.461
C -4.766 -1.659 2.258
O -5.635 -1.597 1.398
O -3.535 -1.164 2.379
C -3.117 -0.364 1.273
H -6.427 -3.699 3.104
H -7.015 -2.236 3.979
H -6.169 -3.432 4.775
H -2.878 -0.819 0.312
H -2.230 0.143 1.652
H -3.879 0.409 1.178
C 0.233 2.245 0.778
O -0.402 1.145 0.006
C 0.248 0.014 -0.257
O 1.296 -0.354 0.185
O -0.416 -0.710 -1.149
C 0.276 -1.664 -1.870
H 1.282 2.407 0.530
H 0.136 1.969 1.828
H -0.286 3.190 0.613
H -0.404 -2.301 -2.437
H 1.005 -2.281 -1.346
H 0.777 -1.159 -2.696
C -0.752 5.465 2.430
O 0.403 4.717 2.810
C 1.568 5.095 2.280
O 1.763 6.130 1.629
O 2.528 4.261 2.530
C 2.297 3.010 3.190
H -1.551 5.005 3.011
H -1.037 5.388 1.381
H -0.496 6.519 2.545
H 2.526 2.044 2.738
H 1.298 2.735 3.529
H 2.881 2.962 4.109
C 3.096 3.515 -2.246
O 3.889 4.032 -1.145
C 4.288 3.260 -0.212
O 4.251 2.003 -0.219
O 4.951 4.028 0.745
C 5.637 3.356 1.836
H 2.072 3.268 -1.968
H 3.484 2.625 -2.742
H 3.028 4.208 -3.085
H 6.329 2.589 1.488
H 4.900 2.814 2.430
H 6.312 3.951 2.451
C 0.908 -3.504 -5.309
O 0.995 -2.045 -5.254
C -0.086 -1.264 -5.514
O -1.114 -1.555 -6.070
O 0.247 -0.019 -5.241
C -0.570 1.078 -5.598
H 1.857 -3.963 -5.588
H 0.098 -3.896 -5.924
H 0.616 -3.917 -4.344
H -0.157 1.986 -5.160
H -1.554 0.881 -5.173
H -0.664 1.198 -6.677
C -2.372 -2.827 4.730
O -1.207 -2.619 5.527
C -0.153 -1.824 5.170
O 0.922 -1.815 5.755
O -0.399 -1.116 4.009
C 0.625 -0.348 3.507
H -2.121 -2.673 3.680
H -3.120 -2.126 5.100
H -2.695 -3.843 4.958
H 1.622 -0.770 3.630
H 0.641 0.647 3.952
H 0.395 -0.343 2.441
C 3.941 -3.717 -0.701
O 4.445 -2.559 -1.348
C 3.887 -2.297 -2.497
O 3.135 -3.027 -3.197
O 4.169 -0.982 -2.772
C 3.591 -0.323 -3.891
H 4.399 -3.953 0.260
H 4.129 -4.607 -1.303
H 2.865 -3.840 -0.574
H 4.328 0.350 -4.330
H 2.705 0.223 -3.567
H 3.223 -0.975 -4.683
C -2.877 -2.543 -1.967
O -4.275 -2.590 -1.687
C -5.125 -1.634 -2.210
O -4.784 -0.722 -2.897
O -6.345 -1.871 -1.706
C -7.405 -1.286 -2.358
H -2.269 -2.922 -1.145
H -2.621 -1.489 -2.076
H -2.635 -3.017 -2.918
H -7.674 -0.352 -1.864
H -8.251 -1.923 -2.102
H -7.346 -1.310 -3.446
C 0.229 -4.675 1.256
O 0.907 -4.673 2.538
C 1.954 -3.939 2.761
O 2.412 -3.095 2.008
O 2.395 -4.228 4.062
C 1.819 -5.243 4.898
H 0.911 -4.616 0.408
H -0.358 -3.757 1.275
H -0.287 -5.632 1.342
H 0.821 -5.014 5.270
H 2.478 -5.542 5.712
H 1.525 -6.094 4.285
*
```

=====

Arrangement 2

Here is 10 unconnected molecules or ions with the total composition C30H60O30 from the Open Molecules 2025 dataset. Energies are from wB97M-V/def2-TZVPD.

The geometry in ORCA input format:
```
! RIJCOSX wB97M-V def2-TZVPD def2/J DEFGRID3
* xyz 0 1
C 10.075 26.181 18.885
O 9.008 26.624 19.752
C 7.738 26.381 19.377
O 7.437 25.528 18.529
O 6.801 26.947 20.075
C 5.388 26.846 19.881
H 9.940 25.269 18.231
H 10.759 26.125 19.412
H 10.166 27.079 18.323
H 5.007 26.016 20.416
H 5.092 26.759 18.855
H 5.093 27.832 20.447
C 3.639 28.657 22.846
O 2.185 28.259 22.625
C 1.684 27.269 21.883
O 2.376 26.589 21.119
O 0.431 27.018 22.010
C -0.290 26.149 21.161
H 4.315 27.714 23.129
H 3.574 29.412 23.678
H 4.022 29.099 21.955
H -0.570 26.453 20.121
H -1.222 25.842 21.615
H 0.234 25.104 21.025
C 0.974 27.906 17.595
O 2.239 27.404 17.162
C 2.259 26.038 17.016
O 1.318 25.296 17.426
O 3.399 25.601 16.700
C 3.513 24.211 16.459
H 0.914 29.117 17.749
H 0.620 27.551 18.440
H 0.364 27.778 16.738
H 2.961 23.912 15.618
H 3.186 23.712 17.293
H 4.555 23.816 16.277
C 2.930 38.509 17.742
O 1.562 38.189 17.347
C 0.705 37.498 18.145
O 1.092 37.129 19.282
O -0.544 37.271 17.636
C -1.516 36.545 18.433
H 3.281 39.146 16.932
H 3.484 37.766 18.081
H 2.874 39.176 18.517
H -1.758 36.972 19.455
H -1.191 35.678 18.596
H -2.279 36.507 17.649
C 2.694 35.831 11.570
O 1.884 35.751 12.748
C 1.794 34.575 13.342
O 2.468 33.578 13.149
O 1.000 34.588 14.538
C 0.689 33.469 15.293
H 3.767 35.628 11.552
H 2.578 36.887 11.214
H 2.269 34.999 10.904
H 1.650 33.157 15.715
H 0.355 32.743 14.663
H -0.135 33.791 15.914
C -4.380 27.651 20.352
O -2.937 27.708 20.195
C -2.434 28.870 20.562
O -2.859 29.679 21.349
O -1.193 29.008 20.124
C -0.190 29.974 20.614
H -4.537 26.948 19.609
H -5.004 28.224 19.618
H -4.940 27.607 21.392
H -0.388 30.775 20.264
H 0.823 29.633 20.296
H -0.029 29.971 21.610
C 6.337 33.738 18.718
O 5.432 34.674 18.233
C 5.546 35.302 17.045
O 6.523 35.241 16.316
O 4.418 35.855 16.654
C 4.229 36.444 15.427
H 7.298 34.064 18.055
H 5.968 32.699 18.505
H 6.514 34.175 19.740
H 4.746 35.866 14.620
H 4.979 37.173 15.428
H 3.090 36.718 15.134
C 8.058 29.183 22.697
O 7.142 30.134 23.181
C 6.609 31.091 22.470
O 6.783 31.269 21.363
O 5.584 31.710 23.112
C 4.594 32.327 22.418
H 8.052 28.919 21.794
H 7.879 28.156 23.234
H 9.009 29.600 22.969
H 3.881 31.535 22.265
H 5.078 32.735 21.523
H 4.103 33.139 22.875
C 4.791 31.876 14.907
O 5.867 31.094 15.503
C 5.863 29.753 15.420
O 4.992 29.131 14.803
O 6.822 29.197 16.019
C 6.789 27.761 16.196
H 4.759 31.758 13.756
H 4.935 32.966 15.114
H 3.927 31.512 15.145
H 7.766 27.538 16.881
H 6.877 27.245 15.230
H 5.927 27.530 16.579
C 2.152 34.221 18.645
O 2.606 32.975 18.007
C 2.957 31.895 18.690
O 3.016 31.895 19.967
O 3.199 30.818 17.971
C 3.782 29.653 18.686
H 1.365 34.036 19.513
H 1.751 34.956 17.924
H 2.871 34.744 19.150
H 4.809 29.947 19.118
H 3.867 28.900 17.938
H 3.272 29.317 19.381
*
```

=====

Least stable: arrangement 2

=====

Arrangement 1

Here is C5H7FO2 in the gas phase from the Open Molecules 2025 dataset. Energies are from wB97M-V/def2-TZVPD.

The geometry in ORCA input format:
```
! RIJCOSX wB97M-V def2-TZVPD def2/J DEFGRID3
* xyz 0 1
C 0.785 -0.612 0.080
C 1.882 -1.246 0.608
C -0.900 1.120 -0.278
C -0.406 0.475 -1.536
C -0.481 0.172 0.781
O 0.664 -0.349 -1.220
O -1.493 -0.752 1.050
F -0.073 0.780 1.960
H 2.612 -1.448 -0.094
H 2.156 -1.323 1.654
H -0.405 2.046 -0.167
H -1.976 1.443 -0.215
H -1.188 -0.187 -1.777
H -0.049 1.249 -2.406
H -1.128 -1.370 1.560
*
```

=====

Arrangement 2

Here is C5H7FO2 in the gas phase from the Open Molecules 2025 dataset. Energies are from wB97M-V/def2-TZVPD.

The geometry in ORCA input format:
```
! RIJCOSX wB97M-V def2-TZVPD def2/J DEFGRID3
* xyz 0 1
C 0.867 0.729 0.318
C 1.815 -0.273 -0.321
C 1.226 -1.582 0.064
C -0.413 -0.038 0.192
C -1.617 0.473 0.049
H 0.939 2.612 0.541
H 1.101 0.838 1.394
H 1.874 -0.017 -1.384
H 2.821 -0.032 -0.025
H 1.466 -2.511 -0.525
H 1.568 -1.793 1.097
H -1.789 1.504 0.177
O 0.852 2.048 -0.228
O -0.174 -1.360 0.019
F -2.741 -0.218 -0.157
*
```

=====

Least stable: arrangement 1